# 1
Computed, not measured: the ion C6H10N with charge +1 at a distorted geometry, with ωB97M-V/def2-TZVPD.

Energy relative to the best compared isomer or geometry (same formula, charge and spin)   213.0 kJ/mol
Multiplicity   1
Net charge   +1
Largest force on an atom   0.0800 hartree/bohr
Lowest unoccupied orbital energy   -2.954 eV
M   96.15 g mol⁻¹
Structure (SMILES)   C=C=C[C@H]1C[N@@H+]1C
Highest occupied orbital energy   -14.18 eV

Geometry (Å):
C (3.1560, -0.3488, -0.3470)
C (2.1218, -0.3064, 0.4259)
C (1.0728, 0.0751, 1.0664)
C (-0.1025, 0.5460, 0.4552)
C (-0.3791, 0.3165, -1.0362)
N (-1.1638, -0.4124, -0.0318)
C (-2.5796, -0.0863, 0.2352)
H (3.7623, 0.4119, -0.7521)
H (3.4010, -1.3491, -0.7830)
H (1.1095, 0.0970, 2.1624)
H (-0.4623, 1.4973, 0.9145)
H (-0.8215, 1.1306, -1.7574)
H (0.3427, -0.1583, -1.5774)
H (-0.8468, -1.3615, 0.1531)
H (-3.0811, -0.4451, -0.6378)
H (-2.9420, -0.5638, 1.1550)
H (-2.5873, 0.9574, 0.3551)

Atomic forces in eV per Å
C -0.32 -3.25 -0.82
C 1.43 1.31 -1.18
C 0.90 -1.14 2.83
C -1.95 2.05 -2.58
C -1.42 3.79 0.74
N 0.51 0.11 0.97
C 0.54 -1.38 0.03
H 0.41 1.23 0.24
H -0.07 0.75 0.48
H -0.08 -0.04 -0.29
H -0.34 -1.06 -0.54
H 0.08 -1.64 2.11
H 1.71 -2.02 -0.97
H -0.30 -0.15 -0.28
H -0.92 0.09 -0.29
H 0.31 0.01 -0.36
H -0.51 1.35 -0.09

=====

# 2
Computed, not measured: a structure of composition C24H40N3O4Si3V at a distorted geometry, with ωB97M-V/def2-TZVPD.

Multiplicity   1
Net charge   +2
Largest force on an atom   0.0236 hartree/bohr
Lowest unoccupied orbital energy   -7.531 eV
M   569.80 g mol⁻¹
Highest occupied orbital energy   -14.51 eV

Geometry (Å):
V (0.1521, 0.4523, 0.3421)
C (0.5518, -2.5613, 1.2121)
O (-0.2075, -1.3457, 1.2355)
Si (-1.8898, -1.0668, 1.3948)
C (-2.4672, -1.3818, 3.1144)
C (-2.7272, -2.2131, 0.2105)
C (-1.6534, 0.7592, 0.8595)
Si (-1.5268, 1.9525, 2.4251)
C (-3.2028, 1.9678, 3.2397)
C (-0.1739, 1.2743, 3.5428)
C (-1.1222, 3.7286, 2.0167)
Si (-2.9781, 1.3063, -0.4522)
C (-3.0234, 3.1662, -0.5380)
C (-2.5624, 0.6804, -2.1610)
C (-4.6401, 0.6649, 0.1119)
H (0.2573, -3.1821, 2.0569)
H (1.6027, -2.3029, 1.3013)
H (0.3684, -3.0907, 0.2762)
H (-2.3587, -2.4505, 3.3220)
H (-3.5362, -1.1649, 3.1710)
H (-1.9458, -0.8297, 3.8927)
H (-2.4006, -3.2307, 0.4473)
H (-2.5121, -2.0276, -0.8401)
H (-3.8080, -2.1961, 0.3544)
H (-3.5999, 0.9984, 3.5296)
H (-3.9345, 2.4681, 2.6025)
H (-3.1136, 2.5667, 4.1511)
H (-0.5451, 1.2878, 4.5715)
H (0.7062, 1.9217, 3.5242)
H (0.1633, 0.2556, 3.3479)
H (-2.0270, 4.3265, 1.9180)
H (-0.5255, 3.8786, 1.1211)
H (-0.5594, 4.1353, 2.8619)
H (-2.0397, 3.6071, -0.7020)
H (-3.4711, 3.6309, 0.3400)
H (-3.6474, 3.4332, -1.3956)
H (-1.7057, 1.2097, -2.5824)
H (-3.4222, 0.8866, -2.8042)
H (-2.3663, -0.3891, -2.2154)
H (-4.7738, 0.6989, 1.1943)
H (-4.8504, -0.3471, -0.2331)
H (-5.4093, 1.3088, -0.3232)
N (1.8704, 4.2065, -0.3662)
C (1.8431, 2.9950, 0.1697)
O (0.8102, 2.2477, -0.0602)
C (2.8988, 2.4842, 0.9653)
C (2.6024, 1.1647, 1.2726)
N (2.0592, 0.1333, 1.3184)
C (4.0512, 3.2413, 1.2843)
N (4.9773, 3.8984, 1.4648)
H (2.6508, 4.8291, -0.2206)
H (1.0841, 4.5186, -0.9127)
C (4.1507, -5.1093, -1.9900)
C (3.4815, -3.7830, -2.1535)
C (4.1789, -2.6004, -1.8906)
C (3.6071, -1.3618, -2.0756)
C (4.3788, -0.0983, -1.8336)
C (2.2605, -1.3510, -2.5388)
C (1.5098, -2.5256, -2.8066)
C (0.1144, -2.4474, -3.3472)
C (2.1558, -3.7213, -2.6065)
C (1.7146, -0.1033, -2.7810)
O (1.4915, 0.9385, -3.1524)
O (0.1769, -0.0905, -1.1133)
H (4.9574, -5.0665, -1.2612)
H (4.5845, -5.4105, -2.9475)
H (3.4415, -5.8813, -1.6965)
H (5.2013, -2.6549, -1.5365)
H (4.9120, 0.1980, -2.7396)
H (5.1219, -0.2504, -1.0532)
H (3.7437, 0.7366, -1.5319)
H (-0.5298, -1.8575, -2.6938)
H (-0.3134, -3.4414, -3.4541)
H (0.1050, -1.9779, -4.3337)
H (1.6329, -4.6458, -2.8202)

Atomic forces in eV per Å
V 0.40 0.54 0.39
C 0.07 -0.20 -0.02
O 0.08 0.56 0.08
Si -0.21 0.06 -0.10
C 0.01 -0.12 -0.01
C -0.03 -0.03 0.05
C 0.28 -0.09 -0.08
Si -0.13 -0.04 0.00
C -0.01 -0.02 0.04
C 0.06 0.00 0.05
C 0.05 0.05 0.02
Si -0.02 0.07 -0.07
C -0.01 0.01 -0.02
C 0.00 0.01 0.00
C -0.03 -0.01 -0.04
H -0.02 0.03 -0.01
H -0.01 0.00 0.00
H -0.01 0.03 0.00
H 0.02 -0.01 0.00
H 0.01 -0.01 0.05
H -0.02 0.04 -0.01
H 0.01 0.00 0.01
H 0.01 0.03 0.01
H 0.01 -0.01 -0.03
H 0.00 0.00 -0.01
H 0.00 -0.01 0.00
H 0.01 0.02 -0.01
H 0.02 0.03 0.00
H 0.00 0.00 -0.02
H -0.03 -0.02 0.00
H 0.00 -0.01 0.00
H 0.00 -0.01 0.01
H 0.00 0.00 0.00
H 0.00 -0.01 0.00
H 0.00 -0.01 0.00
H -0.01 -0.01 0.01
H 0.00 0.00 0.01
H 0.00 0.00 0.00
H 0.00 -0.02 0.00
H 0.01 0.00 0.01
H 0.02 0.00 0.00
H 0.00 0.00 0.01
N -0.09 -0.11 0.05
C 0.11 0.07 0.04
O -0.52 -0.54 0.04
C -0.11 -0.04 -0.05
C 0.09 0.10 0.08
N 0.00 0.07 -0.06
C 0.08 -0.22 -0.03
N -0.03 0.06 0.04
H 0.02 -0.01 0.03
H 0.02 0.05 0.00
C 0.01 0.03 0.02
C 0.01 0.02 0.01
C 0.05 -0.07 0.03
C -0.15 0.06 0.00
C -0.01 -0.01 0.02
C 0.07 -0.09 0.20
C 0.03 0.04 -0.11
C -0.02 -0.02 0.02
C -0.03 -0.06 0.01
C 0.77 0.14 -0.93
O -0.23 -0.08 0.21
O -0.61 -0.28 0.07
H 0.01 0.01 -0.01
H 0.00 0.00 0.00
H -0.01 0.00 -0.01
H 0.00 -0.01 0.00
H -0.01 0.00 -0.01
H 0.01 -0.01 -0.01
H 0.00 0.00 0.00
H -0.01 0.01 0.01
H 0.00 0.00 0.01
H 0.02 0.01 0.00
H -0.02 0.02 0.00

=====

# 3
Computed, not measured: a structure of composition C2HBr2N2 at a distorted geometry, with ωB97M-V/def2-TZVPD.

Energy relative to the best compared isomer or geometry (same formula, charge and spin)   223.2 kJ/mol
Multiplicity   1
Net charge   +1
Largest force on an atom   0.1666 hartree/bohr
Lowest unoccupied orbital energy (alpha / beta)   -7.124 / -7.125 eV
M   212.85 g mol⁻¹
Highest occupied orbital energy (alpha / beta)   -14.42 / -14.42 eV

Geometry (Å):
C (0.6947, 0.0603, -0.1311)
C (-0.9955, 0.6319, 0.0647)
N (1.4996, -2.1590, 0.0921)
N (1.0593, -1.1346, 0.0463)
Br (-1.3737, 2.3905, 0.0499)
Br (-2.2510, -0.6886, -0.0587)
H (1.3667, 0.8996, -0.0631)

Atomic forces in eV per Å
C -6.19 5.89 0.63
C 4.97 -3.14 -1.16
N -0.25 -0.11 0.21
N 0.69 -2.58 0.03
Br 0.24 -0.38 0.11
Br 0.21 0.56 0.25
H 0.34 -0.23 -0.07

=====

# 4
Computed, not measured: a cluster of 9 separate species, C35H44BBr4O23S3 in total at a distorted geometry, with ωB97M-V/def2-TZVPD.

Energy relative to the best compared isomer or geometry (same formula, charge and spin)   185.5 kJ/mol
Multiplicity   1
Net charge   -1
Largest force on an atom   0.0853 hartree/bohr
Lowest unoccupied orbital energy   -0.724 eV
M   1259.34 g mol⁻¹
Highest occupied orbital energy   -7.43 eV

Geometry (Å):
O (-3.1869, 2.5470, 4.5241)
C (-2.2720, 1.8266, 4.2602)
O (-1.5624, 1.8745, 3.1499)
B (-0.4819, 0.8934, 3.2228)
O (-0.6185, 0.2802, 4.4757)
C (-1.5489, 0.8741, 5.2008)
O (-1.8833, 0.4366, 6.2841)
O (0.8721, 1.5040, 3.0085)
C (1.3458, 1.1543, 1.7923)
O (2.3793, 1.5364, 1.2065)
C (0.4069, -0.0671, 1.3073)
O (-0.5760, -0.1761, 2.1964)
O (0.4176, -0.6458, 0.2149)
Br (1.2216, -5.0653, 5.9302)
C (0.9430, -4.5110, 7.8369)
C (-0.5706, -4.5397, 8.2863)
Br (-1.2185, -6.4028, 7.9401)
H (1.3807, -3.5282, 8.0124)
H (1.4360, -5.3052, 8.3976)
H (-1.2764, -4.0222, 7.6365)
H (-0.8075, -4.4318, 9.3448)
Br (5.9577, 1.2645, 8.6006)
C (6.5865, -0.2990, 7.5267)
C (6.1380, -0.2855, 6.0410)
Br (7.1460, -1.7482, 5.2053)
H (6.3492, -1.1923, 8.1046)
H (7.6716, -0.1964, 7.5341)
H (6.4164, 0.6365, 5.5305)
H (5.0797, -0.3918, 5.8026)
O (4.2614, 2.4053, -8.3428)
S (4.9997, 3.6479, -8.5892)
O (4.2714, 4.8087, -9.2033)
O (5.7967, 4.0706, -7.2466)
C (5.7148, 3.1746, -6.1194)
C (6.7553, 3.6702, -5.0761)
C (6.4411, 3.3312, -9.5835)
H (5.9947, 2.2178, -6.5602)
H (4.7063, 3.2055, -5.7071)
H (6.2069, 4.3659, -4.4410)
H (7.5964, 4.2364, -5.4762)
H (7.0147, 2.7559, -4.5424)
H (7.0622, 4.2192, -9.4660)
H (6.1820, 3.1291, -10.6228)
H (7.0037, 2.5722, -9.0400)
O (-9.6434, 9.3796, 7.0941)
S (-8.5104, 8.5276, 6.6518)
O (-7.9402, 8.6132, 5.2688)
O (-7.3018, 8.6193, 7.7931)
C (-5.9791, 8.0240, 7.4323)
C (-5.5039, 7.1687, 8.5291)
C (-9.0084, 6.7126, 7.0608)
H (-5.2526, 8.8086, 7.2212)
H (-6.0117, 7.5234, 6.4645)
H (-5.4672, 7.7963, 9.4196)
H (-4.4947, 6.7989, 8.3478)
H (-6.1990, 6.3605, 8.7568)
H (-9.5645, 6.3300, 6.2050)
H (-9.6329, 6.7384, 7.9538)
H (-8.1519, 6.0440, 7.1482)
O (1.4051, -5.7800, -8.1605)
S (0.6866, -4.8054, -7.3346)
O (-0.3332, -3.9149, -7.9830)
O (0.0842, -5.5648, -5.9912)
C (-1.0870, -4.9137, -5.4166)
C (-2.4043, -5.6036, -5.7388)
C (1.8848, -3.7908, -6.5252)
H (-1.1736, -3.8728, -5.7282)
H (-0.8809, -4.9563, -4.3471)
H (-3.3102, -5.1711, -5.3141)
H (-2.4173, -6.6311, -5.3754)
H (-2.6672, -5.5927, -6.7965)
H (2.5122, -4.5345, -6.0339)
H (1.3456, -3.1524, -5.8253)
H (2.4779, -3.2694, -7.2765)
C (6.7923, -3.1117, -2.0699)
C (6.4120, -4.0577, -1.2141)
C (7.0638, -5.3757, -1.0782)
O (6.6194, -6.3165, -0.4133)
C (8.2854, -5.5206, -1.9340)
C (8.6486, -4.5555, -2.7884)
C (7.8743, -3.3244, -3.0908)
O (7.9202, -2.6101, -4.1404)
H (6.1869, -2.2183, -2.1117)
H (5.7009, -3.7671, -0.4549)
H (9.0086, -6.2367, -1.5727)
H (9.5748, -4.6528, -3.3355)
C (-7.9881, -3.3088, 0.0121)
C (-7.4410, -4.4913, -0.3014)
C (-6.0818, -4.9576, 0.0894)
O (-5.5629, -6.0307, -0.1850)
C (-5.4156, -4.0114, 0.9619)
C (-6.0231, -2.7971, 1.2914)
C (-7.3456, -2.3113, 0.8795)
O (-7.9064, -1.3047, 1.2643)
H (-8.9401, -3.1958, -0.4852)
H (-7.9946, -5.1534, -0.9507)
H (-4.4043, -4.1705, 1.3059)
H (-5.4745, -2.1503, 1.9599)
C (-2.7489, 1.6493, -5.0841)
C (-1.7110, 2.5505, -4.9851)
C (-1.7301, 3.5447, -3.9881)
O (-0.9147, 4.4952, -3.9951)
C (-2.6971, 3.3266, -2.8612)
C (-3.6145, 2.3573, -2.8582)
C (-3.8336, 1.5095, -4.0457)
O (-4.7813, 0.7599, -4.1284)
H (-2.8604, 1.0440, -5.9716)
H (-0.9838, 2.7243, -5.7645)
H (-2.5262, 3.8464, -1.9301)
H (-4.3212, 2.1004, -2.0830)

Atomic forces in eV per Å
O -0.60 -0.25 0.11
C 0.58 1.82 0.34
O -0.17 -0.05 -0.68
B 0.88 -0.31 -1.40
O 0.74 -0.15 1.71
C -0.96 -3.03 1.15
O 0.18 1.45 -0.77
O 0.27 0.20 -1.71
C 2.30 -0.66 -0.52
O -3.49 -0.86 2.08
C -1.08 0.32 -2.48
O 0.69 0.30 -0.59
O 0.66 1.17 2.76
Br -0.20 0.68 1.09
C -1.50 -0.51 0.31
C 0.35 -1.47 -1.56
Br 0.02 0.15 0.34
H 0.04 -0.16 -0.27
H 0.21 0.35 -0.03
H 0.50 0.55 0.28
H 0.57 0.43 -0.18
Br 0.05 -0.66 -0.62
C 0.16 0.58 -0.45
C 0.14 0.26 0.63
Br -0.32 0.23 -0.01
H -0.36 0.14 -0.34
H -0.15 0.06 0.04
H 0.40 -0.11 0.24
H 0.08 -0.49 0.50
O 1.11 1.79 -0.21
S -2.21 1.13 -1.45
O 2.12 -2.89 2.09
O -1.08 0.82 -1.14
C 1.29 0.33 -0.13
C -1.65 -0.24 -0.40
C 0.22 0.42 0.77
H -0.32 -0.34 0.69
H 0.12 -0.35 -0.10
H 0.27 -0.12 0.36
H 0.06 -0.55 -0.26
H 0.45 0.42 0.35
H -0.22 0.21 -0.39
H 0.04 -0.16 0.30
H -0.22 -0.47 -0.46
O 3.01 -1.67 -1.00
S -0.29 -1.14 -0.35
O -1.43 -0.02 3.65
O -0.27 0.15 -1.57
C -0.38 0.71 -1.50
C -0.18 -0.07 1.31
C 0.07 1.23 -1.08
H -0.35 0.51 0.36
H -0.60 -0.29 0.08
H 0.14 -0.11 0.22
H -0.14 -0.12 -0.15
H 0.18 -0.18 -0.15
H -0.23 0.32 0.02
H 0.24 0.15 -0.09
H 0.25 0.51 0.23
O -1.44 1.22 1.64
S -1.06 0.62 -2.06
O 2.15 -2.44 1.84
O -0.18 0.87 -2.01
C -0.75 0.12 0.60
C -0.32 -0.71 -0.34
C 0.00 -0.62 -0.06
H 0.40 -0.02 -0.03
H -0.12 0.10 -0.01
H 0.44 0.60 0.59
H 0.21 -0.11 -0.18
H 0.57 -0.14 -0.21
H 0.08 0.30 0.27
H 0.31 0.08 -0.09
H -0.30 0.14 0.08
C -0.01 0.05 -0.64
C 0.18 0.50 1.07
C -0.46 -1.50 -0.33
O 0.79 1.78 -0.81
C 0.22 1.26 1.05
C 0.82 -0.14 -0.82
C -2.00 1.25 -2.26
O 0.61 -2.46 3.58
H 0.29 0.33 -0.11
H -0.53 -0.41 -0.11
H -0.13 -0.60 -0.56
H 0.20 -0.04 -0.06
C -0.44 -1.27 -1.24
C 0.09 -0.32 -0.57
C 0.12 -0.53 0.60
O -0.88 0.70 -0.33
C -0.99 3.80 0.84
C 2.44 -1.73 0.42
C -0.72 -0.88 -0.08
O 0.68 -0.29 -0.16
H -0.30 0.83 0.46
H -0.03 -0.18 -0.05
H -0.02 -0.33 0.07
H 0.08 0.21 0.04
C 1.15 0.99 -0.31
C -2.28 -2.20 -1.98
C 1.60 2.59 2.43
O -1.96 -1.86 0.06
C 0.09 -0.30 0.74
C -0.33 0.00 -0.62
C 0.97 0.48 -0.08
O 0.30 0.02 -0.40
H 0.12 -0.26 -0.01
H 0.08 -0.40 -0.18
H 0.06 0.54 -0.16
H 0.23 0.40 0.52

=====

# 5
Computed, not measured: the ion C5H11N2 with charge +1 at a distorted geometry, with ωB97M-V/def2-TZVPD.

Energy relative to the best compared isomer or geometry (same formula, charge and spin)   253.3 kJ/mol
Multiplicity   1
Net charge   +1
Largest force on an atom   0.1198 hartree/bohr
Lowest unoccupied orbital energy   -5.065 eV
M   99.16 g mol⁻¹
Structure (SMILES)   C=C(NC)[N+](=C)C
Highest occupied orbital energy   -13.18 eV

Geometry (Å):
C (0.6369, -0.9481, 1.0830)
C (0.0585, -0.0990, 0.2886)
N (-0.5517, 1.1263, 0.5145)
C (-0.2901, 1.8902, 1.8534)
N (0.0903, -0.4069, -1.1311)
C (0.0980, 0.4946, -2.0354)
C (-0.0060, -1.7913, -1.4457)
H (0.6778, -0.7723, 2.1825)
H (1.0834, -1.8064, 0.7599)
H (-1.5837, 1.2871, 0.2051)
H (0.8926, 1.8690, 1.9246)
H (-0.5689, 2.8477, 1.6932)
H (-0.7919, 1.3433, 2.6449)
H (0.2627, 1.5555, -1.8292)
H (0.3055, -0.0186, -3.0160)
H (0.9932, -2.2685, -1.5711)
H (-0.4734, -2.4398, -0.7401)
H (-0.5982, -1.8128, -2.3527)

Atomic forces in eV per Å
C -0.23 1.22 3.45
C -1.62 1.95 -0.76
N -1.53 1.87 1.02
C 3.47 -4.70 -1.97
N -0.79 1.28 1.61
C 1.88 -1.53 -1.28
C 0.97 -1.85 -1.98
H -0.18 -0.08 -1.09
H 1.26 -1.94 -0.87
H 2.59 -0.94 0.54
H -2.52 0.02 0.35
H -1.18 2.94 -0.21
H 0.16 0.39 0.35
H -0.50 -0.44 0.10
H -0.84 1.40 0.49
H -0.53 0.66 -0.32
H -0.68 0.37 0.89
H 0.25 -0.60 -0.31

=====

# 6
Computed, not measured: a cluster of 2 separate species, CH6O in total at a distorted geometry, with ωB97M-V/def2-TZVPD.

Energy relative to the best compared isomer or geometry (same formula, charge and spin)   33.2 kJ/mol
Multiplicity   1
Largest force on an atom   0.0329 hartree/bohr
Lowest unoccupied orbital energy   0.912 eV
M   34.06 g mol⁻¹
Structure (SMILES)   C.O
Highest occupied orbital energy   -11.02 eV

Geometry (Å):
C (0.0667, -0.4158, -0.9214)
H (-0.3469, 0.5722, -1.1717)
H (-0.1631, -0.6552, 0.1273)
H (-0.3796, -1.1775, -1.5777)
H (1.1574, -0.4035, -1.0638)
O (-0.4910, 0.5633, 1.5375)
H (-0.0357, 1.0816, 0.8359)
H (0.1922, 0.4349, 2.2339)

Atomic forces in eV per Å
C 0.11 -0.55 -0.24
H 0.07 -0.32 0.00
H 0.11 -0.16 -0.99
H 0.20 0.35 0.09
H -0.33 -0.01 -0.05
O 1.05 0.94 0.94
H -0.49 -0.49 0.91
H -0.73 0.24 -0.66